Computed, not measured: a 2-piece molecular cluster, H3OPS2 overall, with ωB97M-V/def2-TZVPD.

Properties
ΔE to the lowest compared entry with this formula, charge and spin: 4.353 eV
frontier orbital gap (alpha / beta): 8.3 / 5.8 eV
LUMO (alpha / beta): -0.56 / -1.96 eV
electronic energy: -33052.3662 eV

Geometry as ORCA input:
```
! wB97M-V def2-TZVPD RIJCOSX def2/J DEFGRID3
* xyz 0 1
O 1.290 -0.485 -1.717
P 0.223 -1.117 -0.778
S 0.147 -0.799 -4.474
S 1.469 0.024 -3.393
H -0.960 1.776 -0.931
H -0.755 -1.189 -1.655
H -0.546 2.140 -0.423
*
```



Computed, not measured: one molecule with the formula CH5N3O, with ωB97M-V/def2-TZVPD.

Properties
structure (SMILES): C/N=N\NO
ΔE to the lowest compared entry with this formula, charge and spin: 5.859 eV
frontier orbital gap (alpha / beta): 7.6 / 7.5 eV
LUMO (alpha / beta): -0.15 / -0.15 eV
electronic energy: -7629.7783 eV

Geometry as ORCA input:
```
! wB97M-V def2-TZVPD RIJCOSX def2/J DEFGRID3
* xyz 0 1
C 1.347 0.859 -0.378
N 0.514 -0.239 -0.817
N -0.724 -0.277 -0.651
N -1.057 -0.450 0.602
O -2.162 -1.255 0.881
H 0.799 1.805 -0.336
H 2.182 0.934 -1.071
H 1.751 0.644 0.619
H -0.086 -0.542 1.124
H -2.562 -1.479 0.026
*
```



Computed, not measured: a 2-piece molecular cluster, C5H15NOS overall, with ωB97M-V/def2-TZVPD.

Properties
structure (SMILES): CCCS.NCCO
ΔE to the lowest compared entry with this formula, charge and spin: 0.759 eV
frontier orbital gap: 9.3 eV
LUMO: 0.75 eV
electronic energy: -19800.5776 eV

Geometry as ORCA input:
```
! wB97M-V def2-TZVPD RIJCOSX def2/J DEFGRID3
* xyz 0 1
C -1.647 -3.014 -0.913
C -1.165 -1.608 -0.564
C -0.824 -1.457 0.926
S -1.812 -0.187 1.796
H -0.914 -3.775 -0.629
H -1.798 -3.159 -1.983
H -2.569 -3.237 -0.385
H -0.259 -1.416 -1.149
H -1.921 -0.889 -0.874
H 0.229 -1.229 1.062
H -1.038 -2.388 1.448
H -1.227 0.818 1.092
N -0.202 1.685 -0.421
C 0.976 2.400 0.082
C 2.171 1.464 0.116
O 3.336 2.094 0.632
H 0.059 1.206 -1.280
H -0.896 2.361 -0.733
H 0.796 2.745 1.106
H 1.256 3.267 -0.526
H 1.942 0.564 0.696
H 2.435 1.138 -0.891
H 3.073 2.619 1.393
*
```



Computed, not measured: a 10-piece molecular cluster, C24H45Br19N3OP overall, with ωB97M-V/def2-TZVPD.

Properties
structure (SMILES): CNC[C@](C#N)(CC#N)P(O)Br.BrCCBr.BrCCBr.BrCCBr.BrCCBr.BrCCBr.BrCCBr.BrCCBr.BrCCBr.BrCCBr
ΔE to the lowest compared entry with this formula, charge and spin: 2.535 eV
frontier orbital gap: 9.1 eV
LUMO: -0.22 eV
electronic energy: -1372230.5088 eV

Geometry as ORCA input:
```
! wB97M-V def2-TZVPD RIJCOSX def2/J DEFGRID3
* xyz 0 1
C 0.340 -1.935 4.779
N -0.866 -2.804 4.951
C -1.972 -2.477 4.018
C -2.797 -1.130 4.353
C -2.089 0.111 3.569
N -1.442 0.864 2.861
C -2.825 -0.706 5.904
C -3.475 -1.782 6.886
N -4.061 -2.727 7.380
P -4.523 -1.326 3.541
O -5.744 -1.515 4.728
Br -4.996 0.716 2.584
H 0.300 -1.215 3.890
H 0.594 -1.427 5.782
H 1.233 -2.651 4.565
H -1.169 -2.893 5.930
H -2.720 -3.367 4.067
H -1.581 -2.481 2.925
H -1.769 -0.392 6.274
H -3.484 0.248 5.974
H -6.632 -1.476 4.298
Br 2.503 1.586 0.017
C 0.860 1.749 -1.023
C -0.303 1.099 -0.314
Br -0.235 -0.842 -0.477
H 1.062 1.321 -2.005
H 0.696 2.823 -1.127
H -1.247 1.391 -0.778
H -0.342 1.327 0.752
Br -2.653 2.515 4.760
C -3.403 2.990 6.498
C -3.678 4.471 6.581
Br -2.034 5.479 6.860
H -2.703 2.636 7.256
H -4.332 2.421 6.574
H -4.303 4.701 7.447
H -4.149 4.872 5.683
Br 3.213 -3.151 1.763
C 4.044 -3.797 0.121
C 3.495 -3.081 -1.088
Br 1.726 -3.749 -1.563
H 3.890 -4.876 0.091
H 5.108 -3.589 0.241
H 4.116 -3.275 -1.964
H 3.400 -2.004 -0.947
Br -3.536 7.009 3.172
C -1.656 6.535 3.370
C -0.819 7.124 2.263
Br -1.038 6.112 0.611
H -1.606 5.446 3.414
H -1.361 6.946 4.337
H 0.243 7.051 2.504
H -1.065 8.162 2.038
Br 4.597 -6.319 -4.960
C 2.734 -5.748 -5.021
C 2.461 -4.904 -6.241
Br 3.148 -3.094 -6.016
H 2.529 -5.232 -4.082
H 2.155 -6.673 -5.055
H 1.387 -4.784 -6.393
H 2.909 -5.303 -7.153
Br 0.600 7.521 -3.137
C 1.879 6.500 -2.077
C 2.815 5.707 -2.954
Br 1.933 4.118 -3.660
H 1.299 5.878 -1.394
H 2.429 7.247 -1.503
H 3.659 5.329 -2.373
H 3.192 6.270 -3.808
Br -6.389 4.764 3.995
C -7.324 3.246 4.784
C -8.626 3.673 5.416
Br -8.324 4.550 7.131
H -6.635 2.780 5.489
H -7.505 2.562 3.954
H -9.245 2.804 5.646
H -9.197 4.368 4.800
Br 2.944 -8.798 -7.550
C 4.459 -9.143 -8.727
C 5.325 -7.916 -8.876
Br 4.512 -6.619 -10.082
H 4.052 -9.502 -9.672
H 5.014 -9.950 -8.246
H 6.281 -8.174 -9.337
H 5.510 -7.401 -7.932
Br 5.379 -2.733 -9.297
C 5.458 -1.129 -8.193
C 4.734 0.023 -8.847
Br 5.796 0.801 -10.284
H 6.512 -0.924 -8.003
H 4.972 -1.406 -7.256
H 4.582 0.835 -8.134
H 3.774 -0.261 -9.278
*
```



Computed, not measured: an isolated ion of composition C7H13N4O2 and charge +1, with ωB97M-V/def2-TZVPD.

Properties
structure (SMILES): [H]/N=N/C(O)=[N+]1/N[C@@H](C)CCCC1=O
ΔE to the lowest compared entry with this formula, charge and spin: 4.384 eV
frontier orbital gap: 9.4 eV
LUMO: -4.78 eV
electronic energy: -17514.1498 eV

Geometry as ORCA input:
```
! wB97M-V def2-TZVPD RIJCOSX def2/J DEFGRID3
* xyz 1 1
H -5.303 0.098 -1.735
N -4.692 -0.723 -1.964
N -3.710 -0.659 -1.256
C -2.814 -1.076 -0.486
O -2.993 -1.907 0.458
N -1.391 -0.584 -0.841
N -0.482 -1.171 0.056
C 0.301 -0.351 0.935
C 1.123 -1.120 1.958
C 1.294 0.635 0.227
C 0.600 1.568 -0.708
C 0.001 1.004 -2.122
C -1.386 0.317 -1.845
O -2.467 0.662 -2.269
H -1.995 -2.164 0.705
H 0.065 -1.902 -0.382
H -0.492 0.230 1.580
H 2.021 -1.720 1.413
H 0.688 -1.864 2.570
H 1.514 -0.354 2.649
H 2.104 -0.080 -0.138
H 1.731 1.208 1.064
H 1.233 2.424 -1.000
H -0.227 2.084 -0.173
H 0.750 0.268 -2.568
H -0.265 1.810 -2.718
*
```



Computed, not measured: C34H31B2F3N14O2Tl as an isolated structure, with ωB97M-V/def2-TZVPD.

Properties
ΔE to the lowest compared entry with this formula, charge and spin: 0.338 eV
frontier orbital gap (alpha / beta): 8.8 / 5.4 eV
LUMO (alpha / beta): -0.01 / -3.39 eV
⟨S²⟩: 0.757
electronic energy: -74917.4876 eV

Geometry as ORCA input:
```
! wB97M-V def2-TZVPD RIJCOSX def2/J DEFGRID3
* xyz 0 2
Tl 1.076 1.132 -0.920
C 5.373 0.307 0.692
C 4.489 0.801 -0.268
N 3.252 0.395 -0.013
N 3.311 -0.364 1.104
C 4.583 -0.428 1.550
B 2.026 -1.066 1.570
N 1.034 0.035 2.079
C 0.439 0.137 3.278
C -0.415 1.222 3.264
C -0.286 1.749 1.985
N 0.600 1.036 1.294
N 1.467 -1.822 0.311
C 1.304 -3.149 0.153
C 0.864 -3.390 -1.133
C 0.779 -2.127 -1.715
N 1.163 -1.202 -0.844
N 2.176 -2.094 2.681
C 1.123 -2.810 3.167
C 1.594 -3.635 4.155
C 2.973 -3.353 4.208
N 3.310 -2.432 3.325
H 6.433 0.476 0.758
H 4.704 1.413 -1.129
H 4.818 -1.007 2.423
H 0.640 -0.559 4.072
H -1.048 1.571 4.060
H -0.782 2.598 1.540
H 1.511 -3.847 0.944
H 0.628 -4.340 -1.580
H 0.442 -1.858 -2.703
H 0.127 -2.665 2.776
H 1.036 -4.338 4.748
H 3.721 -3.782 4.855
B 3.624 3.535 -2.521
N 3.270 2.165 -3.158
C 3.862 1.782 -4.298
C 3.240 0.645 -4.778
C 2.247 0.382 -3.844
N 2.282 1.299 -2.876
N 3.234 3.731 -1.039
C 3.747 4.737 -0.316
C 3.159 4.736 0.933
C 2.271 3.665 0.893
N 2.332 3.070 -0.300
H 3.083 4.402 -3.170
H 4.821 3.665 -2.603
H 4.682 2.348 -4.705
H 3.470 0.094 -5.672
H 1.505 -0.399 -3.841
H 4.496 5.390 -0.731
H 3.340 5.404 1.756
H 1.609 3.313 1.663
F -0.266 3.895 -0.718
C -0.292 3.034 -1.734
F 0.399 3.521 -2.740
F -1.543 2.881 -2.088
O -1.600 0.623 -3.325
C -2.021 0.319 -2.230
N -3.314 -0.010 -1.915
C -3.408 -0.628 -0.609
C -1.910 -0.472 -0.122
O -1.539 -0.929 0.939
N -1.247 0.212 -1.071
C -4.246 0.150 0.389
C -4.428 -0.369 1.671
C -5.137 0.347 2.620
C -5.681 1.584 2.298
C -5.512 2.098 1.022
C -4.792 1.387 0.071
C -3.848 -2.081 -0.725
C -5.163 -2.327 -1.119
C -5.612 -3.623 -1.309
C -4.755 -4.695 -1.101
C -3.451 -4.458 -0.696
C -2.998 -3.158 -0.510
H -3.977 -0.207 -2.645
H -3.994 -1.327 1.920
H -5.260 -0.057 3.617
H -6.229 2.149 3.042
H -5.937 3.059 0.763
H -4.650 1.790 -0.924
H -5.837 -1.491 -1.269
H -6.634 -3.799 -1.620
H -5.101 -5.708 -1.256
H -2.773 -5.284 -0.522
H -1.982 -2.992 -0.188
*
```



Computed, not measured: C21H18BCl2N9ORu as an isolated structure, with ωB97M-V/def2-TZVPD.

Properties
ΔE to the lowest compared entry with this formula, charge and spin: 1.681 eV
frontier orbital gap (alpha / beta): 7.7 / 6.9 eV
LUMO (alpha / beta): -2.97 / -3.80 eV
⟨S²⟩: 0.755
electronic energy: -65828.0942 eV

Geometry as ORCA input:
```
! wB97M-V def2-TZVPD RIJCOSX def2/J DEFGRID3
* xyz 1 2
Ru -0.154 0.729 -0.115
C 3.072 -1.384 1.548
C 2.655 -0.427 0.630
N 1.498 0.113 1.027
N 1.146 -0.504 2.176
C 2.080 -1.396 2.518
B -0.100 0.000 2.943
N -1.363 -0.553 2.257
C -2.365 -1.315 2.712
C -3.285 -1.480 1.691
C -2.760 -0.761 0.620
N -1.606 -0.200 0.981
N -0.172 1.520 2.745
C -0.238 2.507 3.649
C -0.297 3.712 2.980
C -0.264 3.368 1.629
N -0.190 2.045 1.502
H 3.968 -1.978 1.514
H 3.138 -0.075 -0.268
H 1.997 -1.963 3.431
H -0.056 -0.314 4.095
H -2.359 -1.692 3.722
H -4.199 -2.046 1.713
H -3.154 -0.610 -0.372
H -0.229 2.284 4.703
H -0.357 4.699 3.403
H -0.265 4.003 0.760
Cl 2.251 1.173 -4.506
C 1.946 -0.310 -3.666
C 2.448 -1.523 -4.181
C 2.220 -2.701 -3.531
Cl 2.874 -4.174 -4.161
C 1.457 -2.723 -2.336
C 1.168 -3.869 -1.565
C 0.447 -3.740 -0.413
C -0.024 -2.473 -0.025
N 0.201 -1.391 -0.738
C 0.953 -1.498 -1.870
C 1.218 -0.276 -2.507
O 0.722 0.819 -1.954
H 3.022 -1.511 -5.097
H 1.535 -4.833 -1.889
H 0.224 -4.597 0.206
H -0.601 -2.360 0.881
N -1.047 2.577 -2.371
C -2.011 3.383 -2.815
C -2.873 3.622 -1.759
C -2.335 2.905 -0.695
N -1.210 2.284 -1.075
H -0.245 2.171 -2.845
H -2.027 3.728 -3.835
H -3.767 4.220 -1.766
H -2.686 2.817 0.319
*
```



Computed, not measured: one molecule with the formula C17H16N4O3S2, with ωB97M-V/def2-TZVPD.

Properties
structure (SMILES): Cc1nc(NS(=O)(=O)c2ccccc2)sc1NC(=O)Nc1ccccc1
ΔE to the lowest compared entry with this formula, charge and spin: 0.000 eV
frontier orbital gap: 8.3 eV
LUMO: 0.19 eV
electronic energy: -51662.5383 eV

Geometry as ORCA input:
```
! wB97M-V def2-TZVPD RIJCOSX def2/J DEFGRID3
* xyz 0 1
C 1.843 -2.515 3.339
C 1.333 -2.417 1.940
N 0.429 -3.331 1.488
C 0.087 -3.126 0.270
N -0.821 -3.852 -0.440
S -1.691 -3.127 -1.701
O -2.676 -4.091 -2.066
O -0.744 -2.670 -2.667
C -2.434 -1.720 -0.887
C -2.032 -0.448 -1.242
C -2.552 0.641 -0.560
C -3.470 0.437 0.458
C -3.878 -0.846 0.794
C -3.354 -1.937 0.120
S 0.866 -1.759 -0.505
C 1.681 -1.457 1.031
N 2.610 -0.455 1.249
C 2.646 0.879 0.864
O 3.464 1.611 1.378
N 1.731 1.228 -0.080
C 1.533 2.475 -0.677
C 0.627 2.545 -1.733
C 0.368 3.752 -2.353
C 1.011 4.903 -1.930
C 1.916 4.834 -0.884
C 2.181 3.632 -0.254
H 1.243 -3.239 3.881
H 2.881 -2.848 3.349
H 1.784 -1.550 3.840
H -1.261 -4.612 0.055
H -1.324 -0.340 -2.048
H -2.241 1.641 -0.820
H -3.874 1.284 0.992
H -4.599 -0.996 1.583
H -3.654 -2.945 0.355
H 3.284 -0.654 1.978
H 1.163 0.485 -0.464
H 0.136 1.643 -2.072
H -0.334 3.792 -3.172
H 0.809 5.846 -2.415
H 2.424 5.727 -0.551
H 2.889 3.578 0.556
*
```



Computed, not measured: a 8-piece molecular cluster, C27H72BF4N10O11 overall, with ωB97M-V/def2-TZVPD.

Properties
ΔE to the lowest compared entry with this formula, charge and spin: 1.350 eV
frontier orbital gap: 8.6 eV
LUMO: 2.33 eV
electronic energy: -78141.9355 eV

Geometry as ORCA input:
```
! wB97M-V def2-TZVPD RIJCOSX def2/J DEFGRID3
* xyz -1 1
B 1.156 -1.498 -0.537
F 1.462 -1.705 0.834
F 0.614 -2.609 -1.193
F 0.227 -0.483 -0.687
F 2.344 -1.109 -1.194
C -0.157 -5.234 -3.310
O -0.789 -6.286 -3.220
N -0.708 -4.009 -3.434
N 1.205 -5.236 -3.420
H -0.185 -3.178 -3.222
H -1.707 -3.971 -3.337
H 1.685 -6.115 -3.418
H 1.739 -4.388 -3.383
C 5.664 -1.803 -2.551
O 6.637 -2.226 -3.150
N 4.370 -1.958 -2.975
N 5.686 -1.181 -1.316
H 3.636 -1.615 -2.376
H 4.184 -2.526 -3.779
H 6.576 -1.246 -0.851
H 4.842 -1.101 -0.778
C -2.029 -1.095 1.788
O -3.144 -1.106 2.337
N -1.135 -2.121 1.783
N -1.474 0.076 1.412
H -1.409 -3.056 2.020
H -0.202 -1.888 1.425
H -1.762 0.958 1.790
H -0.616 0.084 0.895
C -3.918 6.490 -3.015
O -2.900 5.955 -2.189
C -3.441 4.915 -1.361
C -2.345 3.990 -0.890
N -1.687 3.374 -2.050
C -0.527 2.515 -1.726
C 0.361 2.337 -2.971
O 0.628 3.635 -3.457
C 1.540 3.661 -4.524
H -3.427 7.314 -3.535
H -4.664 7.037 -2.422
H -4.418 5.732 -3.618
H -4.177 4.322 -1.915
H -3.978 5.410 -0.547
H -2.700 3.251 -0.177
H -1.603 4.691 -0.480
H -1.355 4.056 -2.718
H -0.807 1.570 -1.253
H -0.017 2.990 -0.876
H -0.197 1.734 -3.688
H 1.276 1.927 -2.534
H 2.505 3.393 -4.071
H 1.735 4.643 -4.956
H 1.213 2.989 -5.323
C -2.952 -2.051 -1.733
O -3.902 -1.109 -2.230
C -3.734 0.100 -1.573
C -4.485 1.205 -2.373
N -3.777 1.476 -3.610
C -4.394 2.449 -4.510
C -3.653 2.445 -5.819
O -2.317 2.918 -5.680
C -2.238 4.335 -5.764
H -3.001 -2.038 -0.637
H -2.002 -1.637 -2.078
H -3.184 -3.091 -1.955
H -2.699 0.468 -1.460
H -3.913 0.046 -0.488
H -4.685 2.116 -1.792
H -5.460 0.766 -2.607
H -2.903 1.856 -3.253
H -4.375 3.401 -3.962
H -5.439 2.219 -4.731
H -4.232 2.996 -6.574
H -3.706 1.447 -6.257
H -2.845 4.816 -4.997
H -2.530 4.642 -6.772
H -1.196 4.613 -5.610
C 4.572 -2.486 2.280
O 3.600 -2.467 3.269
C 3.908 -3.430 4.268
C 2.860 -3.210 5.364
N 1.458 -3.442 5.002
C 1.133 -4.901 5.086
C 0.530 -5.365 3.791
O -0.625 -4.551 3.485
C -1.734 -4.683 4.358
H 4.946 -3.472 1.965
H 5.538 -2.018 2.525
H 4.298 -2.025 1.331
H 4.914 -3.358 4.698
H 3.876 -4.405 3.767
H 2.886 -2.178 5.725
H 3.133 -3.800 6.243
H 1.361 -3.195 4.020
H 0.434 -4.956 5.922
H 1.978 -5.558 5.318
H 0.168 -6.398 3.853
H 1.093 -5.276 2.863
H -1.601 -4.205 5.327
H -2.065 -5.727 4.338
H -2.604 -4.222 3.884
C 4.341 1.603 1.046
O 3.324 2.359 1.662
C 2.082 1.910 1.138
C 1.072 2.622 2.093
N 1.175 2.169 3.552
C 1.027 0.716 3.718
C 0.793 0.439 5.204
O -0.452 0.952 5.594
C -0.846 0.518 6.889
H 4.263 0.516 1.193
H 5.326 1.769 1.486
H 4.388 1.633 -0.047
H 1.782 0.858 1.128
H 1.868 2.242 0.118
H 0.019 2.565 1.818
H 1.407 3.653 2.218
H 2.190 2.274 3.529
H 1.942 0.183 3.431
H 0.251 0.126 3.226
H 1.631 0.799 5.827
H 0.918 -0.619 5.481
H -0.417 1.260 7.575
H -0.408 -0.473 7.020
H -1.924 0.561 7.031
*
```